C15H29N2O4S | ωB97M-V with the def2-TZVPD basis set

Element x y z (Å)
1 C 4.976 -0.106 1.524
2 C 5.553 -0.878 0.197
3 C 4.444 -1.911 -0.505
4 C 3.431 -1.138 -1.543
5 C 2.295 -0.197 -0.828
6 C 1.446 -0.921 0.373
7 C -0.027 -1.505 -0.084
8 C -1.179 -0.375 0.245
9 N -1.905 0.597 -0.667
10 C -1.581 0.540 -2.169
11 C -2.685 -0.463 -2.881
12 O -1.942 -1.740 -3.148
13 C -2.887 1.535 0.001
14 C -3.811 2.730 -0.650
15 C -2.889 3.819 -1.523
16 O -1.456 3.753 -1.196
17 C -2.791 1.080 1.574
18 N -1.773 -0.066 1.604
19 S -1.510 -0.770 3.182
20 C -3.151 -1.536 3.780
21 O -1.159 0.325 4.250
22 O -0.462 -1.908 3.223
23 H 5.924 0.234 2.160
24 H 4.398 0.897 1.262
25 H 4.357 -0.823 2.231
26 H 6.517 -1.492 0.531
27 H 5.874 -0.077 -0.616
28 H 5.107 -2.640 -1.179
29 H 3.913 -2.602 0.279
30 H 4.119 -0.401 -2.183
31 H 2.977 -1.893 -2.349
32 H 1.580 0.185 -1.705
33 H 2.820 0.777 -0.413
34 H 2.018 -1.762 0.951
35 H 1.217 -0.069 1.177
36 H -0.076 -1.839 -1.210
37 H -0.306 -2.456 0.581
38 H -1.609 1.598 -2.682
39 H -0.510 0.089 -2.375
40 H -3.138 -0.007 -3.882
41 H -3.543 -0.759 -2.108
42 H -2.073 -2.361 -2.360
43 H -4.272 3.372 0.244
44 H -4.732 2.342 -1.271
45 H -3.032 3.516 -2.658
46 H -3.260 4.918 -1.310
47 H -1.291 3.984 -0.219
48 H -3.348 1.509 2.511
49 H -2.994 -2.637 4.214
50 H -3.963 -1.554 2.935
51 H -3.607 -0.916 4.687

Output
Relative energy (zero: lowest compared OMol25 entry of this formula, charge and spin) = 301.64 kcal per mole
Orbital gap = 8.689 eV
Structure (SMILES) = CCCCCCCc1n(CCO)c(CCO)c[n+]1S(C)(=O)=O
Total charge = +1

C36H38AsN3RhS | ωB97M-V with the def2-TZVPD basis set

Element x y z (Å)
1 Rh 0.201 0.100 -0.104
2 S -0.681 -0.689 -4.504
3 C -0.925 0.980 -4.219
4 C -0.648 1.324 -2.931
5 C -0.219 0.222 -2.131
6 C -0.200 -0.935 -2.869
7 C 0.212 -2.214 -2.306
8 C 0.230 -3.410 -3.015
9 C 0.647 -4.567 -2.383
10 C 1.044 -4.503 -1.056
11 C 0.999 -3.275 -0.420
12 N 0.595 -2.157 -1.015
13 H -1.264 1.617 -5.019
14 H -0.745 2.338 -2.568
15 H -0.083 -3.425 -4.050
16 H 0.663 -5.506 -2.920
17 H 1.378 -5.377 -0.516
18 H 1.295 -3.195 0.616
19 C 3.474 -6.806 4.069
20 C 2.734 -5.537 3.755
21 C 1.386 -5.399 4.034
22 C 0.692 -4.226 3.749
23 C -0.775 -4.158 4.092
24 C 1.382 -3.143 3.188
25 As 0.183 -1.610 2.876
26 N 1.191 -0.421 1.844
27 C 1.903 0.666 2.195
28 C 2.121 1.164 3.505
29 C 2.820 2.333 3.701
30 C 3.351 3.046 2.625
31 C 3.181 2.565 1.323
32 C 2.475 1.406 1.117
33 C -0.110 -0.809 4.653
34 C -1.288 -0.050 4.746
35 C -2.136 0.300 3.549
36 C -1.681 0.463 5.979
37 C -0.943 0.245 7.127
38 C -1.380 0.787 8.458
39 C 0.233 -0.488 7.017
40 C 0.673 -1.019 5.813
41 C 1.997 -1.735 5.833
42 C 2.752 -3.263 2.880
43 C 3.576 -2.168 2.258
44 C 3.392 -4.459 3.170
45 H 2.805 -7.567 4.466
46 H 4.256 -6.623 4.807
47 H 3.957 -7.206 3.177
48 H 0.848 -6.226 4.483
49 H -1.116 -5.112 4.490
50 H -1.385 -3.927 3.216
51 H -0.971 -3.391 4.845
52 H 1.713 0.629 4.353
53 H 2.964 2.698 4.709
54 H 3.906 3.957 2.801
55 H 3.612 3.094 0.484
56 H 2.398 1.003 0.105
57 H -2.194 -0.507 2.819
58 H -1.720 1.172 3.037
59 H -3.150 0.552 3.856
60 H -2.595 1.043 6.038
61 H -2.331 1.311 8.382
62 H -0.638 1.482 8.856
63 H -1.490 -0.020 9.184
64 H 0.834 -0.649 7.905
65 H 2.525 -1.503 6.756
66 H 2.625 -1.408 5.003
67 H 1.898 -2.817 5.766
68 H 3.167 -1.840 1.303
69 H 4.594 -2.512 2.085
70 H 3.630 -1.292 2.906
71 H 4.447 -4.550 2.936
72 C -0.386 5.497 0.308
73 C -1.385 4.601 1.047
74 C -1.081 3.189 0.859
75 N -0.828 2.079 0.710
76 H -0.641 6.541 0.475
77 H -0.410 5.304 -0.763
78 H 0.627 5.327 0.669
79 H -2.404 4.774 0.696
80 H -1.373 4.802 2.120

Output
Relative energy (zero: lowest compared OMol25 entry of this formula, charge and spin) = 18.40 kcal per mole
2S+1 = 5
Orbital gap (spin up / spin down) = 8.024 / 5.374 eV
<S²> = 6.047
Total charge = +1

C26H23F2NO2 | ωB97M-V with the def2-TZVPD basis set

Element x y z (Å)
1 F -2.597 -2.945 -2.419
2 C -2.991 -3.078 -1.102
3 C -3.229 -4.378 -0.651
4 C -3.678 -4.525 0.675
5 C -3.886 -3.406 1.472
6 C -3.711 -2.088 1.007
7 C -4.220 -1.048 1.896
8 C -3.853 0.260 1.924
9 C -2.578 0.723 1.291
10 C -2.760 1.741 0.205
11 C -4.022 2.227 -0.152
12 C -4.092 3.165 -1.192
13 F -5.313 3.741 -1.466
14 C -3.008 3.479 -1.996
15 C -1.775 2.876 -1.717
16 C -1.646 2.048 -0.585
17 C -3.175 -1.938 -0.313
18 H -3.069 -5.250 -1.292
19 H -3.864 -5.524 1.084
20 H -4.267 -3.536 2.486
21 H -4.942 -1.420 2.648
22 H -4.582 1.004 2.278
23 H -2.230 -0.234 0.775
24 H -4.935 1.881 0.341
25 H -3.112 4.148 -2.842
26 H -0.919 2.977 -2.401
27 H -0.693 1.540 -0.342
28 H -2.980 -0.972 -0.772
29 C -2.752 -2.036 5.150
30 C -2.113 -0.696 5.268
31 O -2.114 -0.165 3.866
32 C -1.658 1.110 3.874
33 C -1.885 1.766 2.537
34 N -1.803 3.037 2.407
35 C -1.467 4.231 1.957
36 C -0.741 5.205 2.788
37 C -0.629 6.556 2.367
38 C 0.009 7.506 3.146
39 C 0.608 7.133 4.365
40 C 0.532 5.800 4.796
41 C -0.144 4.838 4.024
42 O -1.088 1.625 4.832
43 H -2.787 -2.550 6.109
44 H -3.780 -1.939 4.800
45 H -2.215 -2.683 4.456
46 H -2.713 -0.004 5.875
47 H -1.077 -0.735 5.627
48 H -1.323 0.833 1.730
49 H -1.760 4.573 0.951
50 H -1.076 6.829 1.396
51 H 0.049 8.545 2.816
52 H 1.131 7.876 4.972
53 H 0.998 5.502 5.746
54 H -0.210 3.807 4.376

Output
Relative energy (zero: lowest compared OMol25 entry of this formula, charge and spin) = 66.83 kcal per mole
Orbital gap = 7.160 eV
Total charge = 0

C5H14 | ωB97M-V with the def2-TZVPD basis set

Element x y z (Å)
1 C -2.589 1.322 1.404
2 C -2.018 0.418 0.296
3 C -0.710 0.902 -0.257
4 H -2.563 2.372 1.082
5 H -1.976 1.354 2.325
6 H -3.579 0.951 1.673
7 H -1.857 -0.667 0.586
8 H -2.847 0.524 -0.445
9 H 0.067 0.402 0.330
10 H -0.640 0.541 -1.329
11 H -0.622 1.983 -0.200
12 C 1.830 -1.721 -0.831
13 C 3.013 -0.752 -0.657
14 H 1.831 -2.552 -0.080
15 H 0.816 -1.365 -0.671
16 H 2.009 -2.195 -1.815
17 H 3.677 -0.608 -1.495
18 H 3.525 -1.072 0.302
19 H 2.635 0.164 -0.218

Output
Relative energy (zero: lowest compared OMol25 entry of this formula, charge and spin) = 20.85 kcal per mole
Orbital gap = 12.212 eV
Structure (SMILES) = CCC.CC
Total charge = 0

C5H8ClN | ωB97M-V with the def2-TZVPD basis set

Element x y z (Å)
1 C -1.227 1.915 -0.507
2 C -0.927 0.643 -0.931
3 C 0.896 -0.434 0.926
4 C -1.657 -0.560 -1.506
5 C 2.286 -0.792 1.308
6 N 0.847 0.048 -0.211
7 Cl -0.304 -0.637 2.108
8 H -0.434 2.285 0.240
9 H -2.109 2.538 -0.716
10 H -1.040 -0.818 -2.328
11 H -1.545 -1.267 -0.813
12 H -2.688 -0.346 -1.743
13 H 2.780 0.059 1.769
14 H 2.302 -1.570 2.061
15 H 2.820 -1.063 0.342

Output
Relative energy (zero: lowest compared OMol25 entry of this formula, charge and spin) = 77.01 kcal per mole
Orbital gap = 10.001 eV
Total charge = 0